Formula: C18H24F7MnO14S2
Source: OMol25
Level of theory: wB97M-V/def2-TZVPD

Positions of all 66 atoms, in Å:
Mn (-0.690, -1.297, 0.593)
F (-0.938, -4.001, 1.471)
C (-6.940, -1.626, 1.938)
F (-7.286, -0.406, 1.477)
F (-7.820, -2.152, 2.782)
F (-6.848, -2.416, 0.840)
S (-5.214, -1.600, 2.822)
O (-4.905, -3.000, 3.227)
O (-4.187, -1.185, 1.844)
O (-5.376, -0.703, 3.982)
C (1.015, 4.592, 0.938)
F (1.662, 5.575, 0.280)
F (1.868, 4.069, 1.811)
F (-0.059, 5.036, 1.573)
S (0.565, 3.290, -0.401)
O (1.833, 2.853, -0.973)
O (-0.137, 2.203, 0.256)
O (-0.267, 4.000, -1.376)
O (-3.180, -1.549, -2.675)
C (-3.783, -1.691, -3.710)
O (-3.231, -1.728, -4.971)
C (-4.294, -1.854, -5.976)
C (-5.587, -1.593, -5.210)
C (-5.254, -2.032, -3.844)
H (-4.258, -2.903, -6.270)
H (-4.081, -1.149, -6.780)
H (-6.369, -2.299, -5.489)
H (-5.852, -0.536, -5.203)
H (-5.348, -3.110, -3.715)
H (-5.881, -1.543, -3.098)
O (-0.380, 0.445, 4.491)
C (-0.341, 1.245, 5.439)
O (0.583, 1.279, 6.383)
C (0.406, 2.323, 7.317)
C (-0.864, 3.095, 6.961)
C (-1.274, 2.441, 5.608)
H (1.163, 3.096, 7.182)
H (0.307, 1.907, 8.320)
H (-0.498, 4.121, 6.904)
H (-1.588, 3.023, 7.772)
H (-1.055, 3.026, 4.715)
H (-2.353, 2.315, 5.524)
O (3.490, -0.590, 1.426)
C (4.693, -0.246, 1.374)
O (5.525, -0.570, 0.352)
C (6.663, 0.211, 0.393)
C (6.890, 0.445, 1.882)
C (5.437, 0.612, 2.391)
H (6.525, 1.113, -0.203)
H (7.421, -0.394, -0.105)
H (7.434, 1.338, 2.190)
H (7.329, -0.459, 2.303)
H (4.945, 1.573, 2.242)
H (5.250, 0.250, 3.402)
O (1.616, -1.804, -2.757)
C (2.188, -1.951, -3.829)
O (2.323, -3.121, -4.360)
C (3.099, -3.053, -5.570)
C (3.509, -1.628, -5.745)
C (2.693, -0.843, -4.703)
H (2.646, -3.470, -6.469)
H (3.982, -3.685, -5.477)
H (3.287, -1.221, -6.731)
H (4.582, -1.603, -5.556)
H (1.832, -0.271, -5.051)
H (3.375, -0.192, -4.158)

Values from the calculation:
spin multiplicity: 6
total charge: -1
HOMO-LUMO gap (alpha / beta): 4.28 / 4.46 eV
HOMO (alpha / beta): -0.2098 / -0.2097 Eh
expectation value of S²: 8.815
ΔE to the lowest compared entry with this formula, charge and spin: 0.0 kcal per mole

=====

Formula: C18H24GaGe2N3O4S
Source: OMol25
Level of theory: wB97M-V/def2-TZVPD

Positions of all 53 atoms, in Å:
Ga (-0.160, -0.040, 0.340)
O (0.998, -3.531, 2.048)
C (0.667, -2.608, 1.402)
O (-0.334, -1.958, 1.038)
C (2.237, -1.679, 0.553)
O (3.251, -2.254, 0.720)
O (1.772, -0.654, 0.004)
N (0.610, 1.920, -1.167)
N (0.516, 1.614, -2.510)
C (0.076, 0.417, -2.900)
N (0.177, 0.148, -4.196)
S (-0.638, -0.745, -1.887)
H (0.098, 2.769, -0.959)
H (1.578, 2.063, -0.912)
H (1.004, 2.200, -3.167)
H (0.558, 0.804, -4.857)
H (-0.161, -0.732, -4.540)
C (-2.421, 2.714, 4.671)
Ge (-2.298, 1.752, 2.989)
C (-3.116, -0.015, 3.004)
C (-3.007, 2.745, 1.466)
Ge (0.046, 1.352, 2.416)
C (1.104, 2.890, 1.856)
C (2.417, 2.779, 1.380)
C (3.177, 3.913, 1.121)
C (2.635, 5.177, 1.331)
C (1.333, 5.305, 1.794)
C (0.575, 4.168, 2.062)
C (1.040, 0.119, 3.528)
C (2.358, -0.262, 3.260)
C (3.013, -1.164, 4.089)
C (2.355, -1.700, 5.188)
C (1.047, -1.324, 5.470)
C (0.394, -0.414, 4.647)
H (-3.470, 2.890, 4.926)
H (-1.914, 3.677, 4.597)
H (-1.959, 2.138, 5.472)
H (-4.192, 0.072, 3.177)
H (-2.689, -0.661, 3.773)
H (-2.963, -0.492, 2.034)
H (-4.075, 2.928, 1.610)
H (-2.885, 2.145, 0.561)
H (-2.508, 3.705, 1.326)
H (2.863, 1.799, 1.224)
H (4.199, 3.813, 0.773)
H (3.235, 6.061, 1.149)
H (0.910, 6.288, 1.958)
H (-0.436, 4.282, 2.440)
H (2.888, 0.143, 2.405)
H (4.036, -1.450, 3.873)
H (2.864, -2.411, 5.829)
H (0.533, -1.741, 6.328)
H (-0.620, -0.114, 4.885)

Values from the calculation:
spin multiplicity: 2
total charge: +1
HOMO-LUMO gap (alpha / beta): 8.37 / 6.81 eV
HOMO (alpha / beta): -0.4158 / -0.4177 Eh
expectation value of S²: 0.754
ΔE to the lowest compared entry with this formula, charge and spin: 0.0 kcal per mole

=====

Formula: C18H24IN4O2SbSe4Y
Source: OMol25
Level of theory: wB97M-V/def2-TZVPD

Positions of all 55 atoms, in Å:
Y (-1.902, 1.582, 0.164)
C (-2.219, 1.252, -4.431)
C (-0.828, 1.070, -3.930)
N (0.141, 0.841, -4.773)
C (1.387, 0.687, -4.311)
C (1.737, 0.840, -2.994)
C (3.152, 0.594, -2.543)
O (3.226, -0.253, -1.404)
C (0.719, 1.089, -2.037)
C (1.120, 1.372, -0.691)
N (0.499, 1.092, 0.418)
C (1.211, 1.294, 1.609)
C (2.615, 1.223, 1.613)
C (3.355, 1.477, 2.747)
C (2.722, 1.796, 3.936)
C (1.342, 1.763, 3.991)
C (0.599, 1.480, 2.856)
I (-1.479, 1.248, 3.171)
C (-0.622, 1.143, -2.505)
O (-1.629, 1.296, -1.745)
H (-2.246, 1.149, -5.511)
H (-2.592, 2.241, -4.142)
H (-2.889, 0.522, -3.975)
H (2.132, 0.437, -5.058)
H (3.654, 1.523, -2.253)
H (3.723, 0.150, -3.369)
H (2.799, -1.086, -1.633)
H (2.071, 1.907, -0.631)
H (3.125, 0.915, 0.712)
H (4.433, 1.425, 2.698)
H (3.294, 2.020, 4.822)
H (0.822, 1.956, 4.916)
Se (-5.254, 4.928, 1.903)
Sb (-3.956, 3.583, 0.378)
Se (-4.259, 1.032, 0.977)
Se (-1.363, 3.950, 0.896)
Se (-4.140, 3.718, -2.019)
C (0.167, -3.234, 2.686)
C (-0.675, -3.038, 1.422)
C (0.037, -3.682, 0.218)
C (-2.061, -3.659, 1.614)
N (-0.822, -1.582, 1.272)
N (-1.684, -1.113, 0.238)
H (0.273, -4.292, 2.911)
H (-0.310, -2.737, 3.526)
H (1.161, -2.809, 2.555)
H (0.132, -4.755, 0.372)
H (1.037, -3.263, 0.095)
H (-0.519, -3.529, -0.708)
H (-1.960, -4.690, 1.944)
H (-2.632, -3.663, 0.686)
H (-2.618, -3.105, 2.366)
H (0.100, -1.170, 1.125)
H (-2.641, -1.375, 0.497)
H (-1.486, -1.560, -0.668)

Values from the calculation:
total charge: -1
HOMO-LUMO gap: 5.68 eV
HOMO: -0.1573 Eh
ΔE to the lowest compared entry with this formula, charge and spin: 58.8 kcal per mole

=====

Formula: C18H24N2O2
Source: OMol25
Level of theory: wB97M-V/def2-TZVPD

Positions of all 46 atoms, in Å:
C (2.277, 1.101, -0.696)
H (2.126, 0.463, -1.564)
H (1.519, 1.880, -0.695)
H (3.255, 1.565, -0.782)
C (2.220, 0.277, 0.608)
C (3.362, -0.693, 0.635)
C (4.714, -0.464, 0.712)
C (5.354, -1.716, 0.650)
C (4.372, -2.663, 0.537)
N (3.168, -2.033, 0.519)
C (1.871, -2.649, 0.485)
H (1.894, -3.520, -0.177)
C (0.851, -1.623, -0.001)
N (0.969, -0.438, 0.826)
C (-0.204, 0.409, 0.810)
H (-0.526, 0.660, -0.214)
H (0.044, 1.338, 1.327)
C (-1.382, -0.248, 1.547)
O (-2.142, -1.104, 0.723)
H (-2.469, -0.599, -0.034)
C (-2.263, 0.813, 2.245)
O (-2.531, 1.987, 1.513)
C (-3.588, 1.927, 0.574)
C (-3.140, 1.539, -0.816)
C (-3.753, 0.506, -1.515)
C (-3.308, 0.158, -2.781)
C (-2.245, 0.834, -3.354)
C (-1.633, 1.868, -2.664)
C (-2.081, 2.222, -1.404)
H (-1.611, 3.024, -0.856)
H (-0.805, 2.401, -3.110)
H (-1.895, 0.558, -4.338)
H (-3.792, -0.645, -3.316)
H (-4.586, -0.024, -1.074)
H (-3.998, 2.944, 0.542)
H (-4.376, 1.246, 0.925)
H (-3.202, 0.330, 2.552)
H (-1.738, 1.160, 3.139)
H (-0.983, -0.902, 2.330)
H (-0.154, -2.030, 0.112)
H (1.018, -1.410, -1.071)
H (1.593, -2.982, 1.493)
H (4.438, -3.731, 0.465)
H (6.410, -1.895, 0.684)
H (5.191, 0.492, 0.805)
H (2.333, 0.976, 1.448)

Values from the calculation:
total charge: 0
HOMO-LUMO gap: 8.49 eV
HOMO: -0.2842 Eh
structure (SMILES): C[C@@H]1c2cccn2CCN1C[C@H](O)COCc1ccccc1
ΔE to the lowest compared entry with this formula, charge and spin: 68.3 kcal per mole

=====

Formula: C18H24N2O2S
Source: OMol25
Level of theory: wB97M-V/def2-TZVPD

Positions of all 47 atoms, in Å:
C (2.028, 3.715, 0.699)
H (2.172, 4.309, 1.609)
O (1.413, 2.486, 0.992)
C (0.142, 2.622, 1.597)
C (-0.482, 1.232, 1.793)
N (-1.245, 0.757, 0.657)
C (-0.675, 0.022, -0.346)
N (0.675, 0.091, -0.416)
C (1.568, -0.613, -1.228)
C (1.328, -1.881, -1.741)
C (2.300, -2.501, -2.503)
C (3.522, -1.902, -2.766)
C (3.777, -0.635, -2.231)
C (2.803, -0.013, -1.471)
H (2.999, 0.965, -1.051)
C (5.090, 0.046, -2.475)
H (5.251, 0.196, -3.542)
H (5.121, 1.014, -1.981)
H (5.913, -0.561, -2.099)
C (4.551, -2.602, -3.601)
H (5.468, -2.757, -3.033)
H (4.802, -2.009, -4.480)
H (4.182, -3.570, -3.931)
H (2.098, -3.485, -2.901)
H (0.393, -2.379, -1.553)
H (1.109, 0.878, 0.058)
S (-1.600, -0.830, -1.426)
C (-2.702, 0.809, 0.778)
C (-3.171, -0.110, 1.864)
C (-3.529, -1.424, 1.813)
C (-3.846, -1.802, 3.140)
C (-3.655, -0.692, 3.900)
O (-3.242, 0.339, 3.142)
H (-3.774, -0.508, 4.950)
H (-4.173, -2.765, 3.476)
H (-3.560, -2.037, 0.936)
C (-3.207, 2.236, 0.977)
H (-4.294, 2.229, 0.964)
H (-2.856, 2.870, 0.167)
H (-2.879, 2.649, 1.927)
H (-3.088, 0.418, -0.170)
H (0.320, 0.526, 2.034)
H (-1.158, 1.275, 2.648)
H (0.257, 3.117, 2.573)
H (-0.506, 3.246, 0.967)
H (2.997, 3.485, 0.261)
H (1.432, 4.296, -0.014)

Values from the calculation:
total charge: 0
HOMO-LUMO gap: 8.30 eV
HOMO: -0.2815 Eh
structure (SMILES): COCCN(C(=S)Nc1ccc(C)c(C)c1)[C@H](C)c1ccco1
ΔE to the lowest compared entry with this formula, charge and spin: 56.0 kcal per mole

=====

Formula: C18H24N2O3
Source: OMol25
Level of theory: wB97M-V/def2-TZVPD

Positions of all 47 atoms, in Å:
C (1.453, -3.578, -5.751)
C (1.382, -2.473, -4.709)
O (0.146, -2.600, -4.033)
C (-0.171, -1.700, -3.066)
C (0.638, -0.650, -2.647)
C (0.210, 0.208, -1.649)
C (-1.034, 0.043, -1.053)
C (-1.845, -1.011, -1.472)
C (-1.418, -1.869, -2.461)
H (-2.042, -2.684, -2.791)
H (-2.819, -1.161, -1.034)
N (-1.465, 0.898, -0.024)
C (-1.053, 2.181, 0.182)
O (-0.261, 2.805, -0.489)
C (-1.754, 2.690, 1.436)
C (-2.207, 1.417, 2.143)
H (-3.114, 1.550, 2.733)
C (-1.151, 0.803, 3.072)
O (-1.460, 0.266, 4.115)
N (0.108, 0.864, 2.606)
H (0.305, 1.314, 1.727)
C (1.240, 0.221, 3.239)
C (2.385, 1.223, 3.420)
H (2.017, 2.216, 3.669)
H (3.043, 0.884, 4.221)
C (3.121, 1.171, 2.084)
H (4.123, 1.590, 2.143)
H (2.567, 1.727, 1.325)
C (3.134, -0.322, 1.752)
H (3.982, -0.797, 2.247)
H (3.224, -0.503, 0.682)
C (1.816, -0.876, 2.319)
H (1.106, -1.098, 1.521)
H (1.984, -1.797, 2.875)
H (0.870, -0.176, 4.187)
C (-2.437, 0.463, 0.961)
H (-2.267, -0.582, 1.233)
H (-3.458, 0.566, 0.574)
H (-1.094, 3.322, 2.029)
H (-2.611, 3.294, 1.127)
H (0.848, 1.022, -1.348)
H (1.609, -0.485, -3.087)
H (1.447, -1.490, -5.194)
H (2.213, -2.570, -3.996)
H (2.391, -3.514, -6.295)
H (0.627, -3.481, -6.451)
H (1.385, -4.549, -5.269)

Values from the calculation:
total charge: 0
HOMO-LUMO gap: 8.87 eV
HOMO: -0.2993 Eh
structure (SMILES): CCOc1ccc(N2C[C@@H](C(=O)NC3CCCC3)CC2=O)cc1
ΔE to the lowest compared entry with this formula, charge and spin: 17.1 kcal per mole

=====

Formula: C18H24N2O8
Source: OMol25
Level of theory: wB97M-V/def2-TZVPD

Positions of all 52 atoms, in Å:
C (-1.452, -3.435, 0.459)
C (-2.198, -2.896, -0.752)
H (-1.631, -2.096, -1.237)
H (-2.409, -3.689, -1.471)
O (-3.500, -2.394, -0.400)
C (-3.549, -1.222, 0.222)
O (-2.613, -0.562, 0.574)
N (-4.890, -0.900, 0.429)
C (-5.481, 0.240, 0.926)
O (-6.647, 0.240, 1.224)
C (-4.603, 1.473, 1.046)
H (-3.900, 1.359, 1.882)
H (-5.247, 2.339, 1.225)
O (-3.862, 1.659, -0.153)
C (-2.576, 1.994, -0.017)
O (-2.059, 2.323, 1.015)
C (-1.841, 1.932, -1.347)
N (-0.462, 1.581, -1.111)
C (-0.008, 0.335, -1.428)
O (-0.655, -0.432, -2.122)
C (1.342, -0.001, -0.914)
C (1.679, -1.339, -0.792)
C (2.920, -1.714, -0.304)
C (3.855, -0.756, 0.053)
C (3.528, 0.616, -0.094)
C (2.281, 0.975, -0.567)
H (2.041, 2.017, -0.705)
O (4.513, 1.482, 0.257)
C (4.274, 2.871, 0.153)
C (5.534, 3.586, 0.616)
H (5.394, 4.662, 0.553)
H (5.758, 3.313, 1.643)
H (6.374, 3.296, -0.009)
H (3.422, 3.157, 0.785)
H (4.047, 3.140, -0.888)
O (5.094, -1.007, 0.536)
C (5.508, -2.348, 0.701)
C (6.926, -2.324, 1.249)
H (7.286, -3.339, 1.395)
H (7.582, -1.807, 0.555)
H (6.946, -1.797, 2.199)
H (4.839, -2.867, 1.401)
H (5.483, -2.873, -0.264)
H (3.151, -2.763, -0.209)
H (0.958, -2.087, -1.080)
H (-0.051, 2.044, -0.313)
H (-2.286, 1.171, -1.991)
H (-1.907, 2.910, -1.837)
H (-5.540, -1.653, 0.224)
H (-0.530, -3.906, 0.132)
H (-1.209, -2.625, 1.142)
H (-2.059, -4.172, 0.981)

Values from the calculation:
total charge: 0
HOMO-LUMO gap: 8.95 eV
HOMO: -0.3037 Eh
structure (SMILES): CCOC(=O)NC(=O)COC(=O)CNC(=O)c1ccc(OCC)c(OCC)c1
ΔE to the lowest compared entry with this formula, charge and spin: 0.6 kcal per mole

=====

Formula: C18H24N3O4
Source: OMol25
Level of theory: wB97M-V/def2-TZVPD

Positions of all 49 atoms, in Å:
C (-6.841, -0.741, -0.845)
C (-5.504, -0.690, -0.134)
H (-4.845, -1.503, -0.457)
H (-5.625, -0.756, 0.952)
O (-4.874, 0.564, -0.445)
C (-3.660, 0.766, 0.018)
O (-3.064, -0.037, 0.707)
C (-3.105, 2.098, -0.432)
H (-2.789, 1.981, -1.472)
C (-1.943, 2.613, 0.420)
H (-1.728, 3.633, 0.099)
C (-0.665, 1.760, 0.311)
H (0.179, 2.389, 0.023)
H (-0.794, 1.008, -0.469)
C (-0.324, 1.072, 1.644)
C (0.809, 0.102, 1.467)
O (1.956, 0.351, 1.812)
C (0.485, -1.167, 0.828)
C (1.334, -2.215, 0.555)
N (0.601, -3.183, -0.073)
C (-0.740, -2.784, -0.178)
O (-1.630, -3.415, -0.676)
N (-0.766, -1.532, 0.371)
H (-1.628, -1.004, 0.512)
H (0.911, -4.107, -0.327)
C (2.794, -2.352, 0.842)
N (3.551, -1.261, 0.238)
C (4.225, -0.397, 1.007)
C (4.874, 0.685, 0.456)
C (4.824, 0.915, -0.920)
C (4.107, -0.009, -1.691)
C (3.483, -1.072, -1.087)
H (2.913, -1.791, -1.657)
H (4.036, 0.109, -2.760)
C (5.506, 2.080, -1.528)
H (6.580, 2.012, -1.359)
H (5.171, 3.002, -1.054)
H (5.323, 2.142, -2.597)
H (5.409, 1.362, 1.102)
H (4.255, -0.584, 2.068)
H (3.159, -3.306, 0.448)
H (2.963, -2.326, 1.921)
H (-0.022, 1.827, 2.371)
H (-1.206, 0.547, 2.010)
H (-2.263, 2.661, 1.461)
H (-3.925, 2.817, -0.426)
H (-7.334, -1.681, -0.619)
H (-6.700, -0.663, -1.919)
H (-7.474, 0.080, -0.516)

Values from the calculation:
total charge: +1
HOMO-LUMO gap: 7.34 eV
HOMO: -0.4055 Eh
structure (SMILES): CCOC(=O)CCCCC(=O)c1[nH]c(=O)[nH]c1C[n+]1ccc(C)cc1
ΔE to the lowest compared entry with this formula, charge and spin: 0.5 kcal per mole

=====

Formula: C18H24N3OPS
Source: OMol25
Level of theory: wB97M-V/def2-TZVPD

Positions of all 48 atoms, in Å:
C (1.800, 1.120, 6.530)
C (1.433, 1.412, 5.083)
S (0.049, 0.426, 4.435)
C (-1.235, 0.623, 5.679)
P (-1.991, 2.330, 5.864)
O (-1.324, 3.143, 4.587)
H (2.610, 1.783, 6.841)
H (2.141, 0.091, 6.651)
H (0.958, 1.291, 7.201)
H (1.212, 2.471, 4.942)
H (2.257, 1.131, 4.426)
H (-2.029, -0.052, 5.352)
H (-0.884, 0.261, 6.646)
H (-1.058, 2.771, 6.843)
H (-1.063, 2.522, 3.887)
N (-3.034, -2.145, 2.165)
C (-3.628, -2.962, 1.298)
C (-3.015, -3.438, 0.148)
C (-1.713, -3.048, -0.122)
C (-1.084, -2.196, 0.772)
C (-1.783, -1.776, 1.894)
H (-4.647, -3.248, 1.537)
H (-3.551, -4.100, -0.520)
H (-1.198, -3.379, -1.014)
H (-0.071, -1.858, 0.602)
H (-1.320, -1.110, 2.613)
N (-0.077, -2.545, -3.109)
C (0.902, -3.136, -3.792)
C (1.177, -2.865, -5.125)
C (0.394, -1.931, -5.784)
C (-0.628, -1.309, -5.085)
C (-0.823, -1.651, -3.755)
H (1.495, -3.860, -3.244)
H (1.987, -3.375, -5.628)
H (0.580, -1.687, -6.822)
H (-1.254, -0.561, -5.553)
H (-1.608, -1.179, -3.174)
N (0.598, 2.366, -4.797)
C (0.991, 3.635, -4.888)
C (2.045, 4.166, -4.160)
C (2.731, 3.335, -3.288)
C (2.334, 2.012, -3.183)
C (1.266, 1.580, -3.956)
H (0.432, 4.258, -5.578)
H (2.318, 5.206, -4.276)
H (3.559, 3.712, -2.702)
H (2.836, 1.325, -2.516)
H (0.927, 0.552, -3.899)

Values from the calculation:
total charge: 0
HOMO-LUMO gap: 9.07 eV
HOMO: -0.3145 Eh
structure (SMILES): c1ccncc1.c1ccncc1.c1ccncc1.CCSCPO